[1]
{"formula": "C2H2INO2", "method": "wB97M-V/def2-TZVPD", "species": ["C", "C", "I", "N", "O", "O", "H", "H"], "xyz": [[-0.841, 0.491, -0.782], [-0.018, 0.322, 0.240], [0.294, 1.674, 1.799], [0.778, -0.889, 0.365], [0.644, -1.712, -0.508], [1.506, -0.985, 1.318], [-1.439, 1.377, -0.896], [-0.924, -0.279, -1.535]], "atomic_forces_ev_per_a": [[0.236, -0.236, 0.138], [-0.513, 1.189, 0.264], [-0.221, 0.047, -0.274], [0.026, -0.287, -0.211], [0.044, -0.561, -0.400], [0.394, -0.243, 0.361], [-0.013, 0.183, 0.133], [0.046, -0.092, -0.011]], "smiles": "C=C(I)[N+](=O)[O-]"}

=====

[2]
{"formula": "C4H7NO", "method": "wB97M-V/def2-TZVPD", "species": ["C", "C", "C", "O", "H", "H", "H", "H", "H", "H", "C", "N", "H"], "xyz": [[-1.649, -0.482, 0.156], [-0.490, 0.341, -0.390], [0.591, 0.844, 0.455], [1.665, 1.242, 0.044], [-1.510, -1.566, 0.044], [-2.557, -0.214, -0.392], [-1.808, -0.278, 1.220], [-0.225, 0.123, -1.426], [-0.681, 1.480, -0.303], [0.264, 0.978, 1.505], [2.217, -1.005, -0.400], [1.231, -1.597, -0.503], [3.184, -0.567, -0.297]], "atomic_forces_ev_per_a": [[0.003, 0.198, 0.071], [-0.424, 1.353, -0.066], [0.741, -0.388, 0.292], [-0.317, 0.405, 0.540], [0.291, 0.413, -0.060], [0.039, -0.061, 0.196], [-0.060, 0.010, -0.110], [0.108, 0.210, 0.325], [-1.452, -0.664, -0.971], [0.259, 0.049, 0.124], [-0.367, -1.573, -0.313], [1.288, -0.042, -0.003], [-0.110, 0.089, -0.024]], "smiles": "CCC=O.C#N"}

=====

[3]
{"formula": "H8O4Rb", "method": "wB97M-V/def2-TZVPD", "species": ["Rb", "O", "H", "H", "O", "H", "H", "O", "H", "H", "O", "H", "H"], "xyz": [[1.344, -0.247, -0.168], [0.837, -1.162, -2.612], [0.002, -0.719, -2.516], [1.412, -0.569, -3.061], [1.268, 2.391, 0.903], [1.669, 3.256, 0.767], [0.614, 2.441, 1.601], [-1.200, -1.703, -0.074], [-1.655, -1.124, -0.697], [-1.679, -2.580, -0.171], [-0.513, -0.113, 2.068], [-0.922, 0.654, 2.470], [-1.179, -0.525, 1.489]], "atomic_forces_ev_per_a": [[0.493, 0.076, 1.059], [-0.180, -1.109, 0.540], [-0.651, 0.232, -0.484], [0.650, 0.750, -1.054], [0.240, -0.385, -0.519], [-0.231, 0.035, 0.282], [0.034, 0.392, 0.186], [-0.927, -1.281, -0.442], [-0.270, -0.156, -0.004], [0.889, 1.438, 0.245], [0.070, 0.004, -0.503], [-0.267, 0.012, 0.244], [0.150, -0.008, 0.449]], "charge": 1}

=====

Electronic energy readings, ordered: -15788.229 -7796.833 -8970.539 eV
Maximum force readings, ordered: 1.32 1.87 1.71 eV/Å